[1]
Computed, not measured: the ion C26H40Br2F7IN3O3 with charge +1, with wB97M-V/def2-TZVPD.

Element x y z (Å)
I (5.18, -0.46, -5.52)
Br (-3.63, 3.53, -1.64)
Br (-0.98, 5.24, 0.76)
F (-2.12, 6.00, -1.70)
F (3.81, 5.99, -2.12)
F (5.18, 4.80, -0.57)
F (5.15, 4.22, -3.00)
F (2.46, -1.99, -0.19)
F (-1.27, 3.45, -3.19)
F (0.15, 5.32, -1.97)
O (5.05, -6.38, -0.27)
O (3.61, -3.06, -4.96)
O (3.57, -8.26, -0.49)
N (3.44, 1.05, -1.40)
N (0.89, 0.36, -1.18)
N (2.62, -1.08, -2.35)
C (-0.90, 2.25, -1.01)
C (0.11, 1.40, -2.00)
C (1.61, -3.60, -2.00)
C (3.31, 2.34, -0.63)
C (-1.62, 3.54, -1.73)
C (-4.38, 1.01, 0.76)
C (-4.39, 2.15, 3.14)
C (-4.61, 1.96, 4.75)
C (1.74, -2.04, -1.51)
C (3.58, -1.73, -4.71)
C (3.93, -6.86, -0.86)
C (0.41, -1.09, -1.40)
C (-2.63, -1.05, 1.34)
C (2.36, -1.06, -3.84)
C (-0.77, -1.68, -0.43)
C (-5.10, 0.94, 2.23)
C (-3.79, 0.63, 5.27)
C (-3.67, -0.38, 0.26)
C (2.34, 0.24, -1.59)
C (-2.15, 0.74, 5.06)
C (-1.09, 5.01, -1.23)
C (-1.03, -0.84, 0.95)
C (4.37, 4.62, -1.81)
C (2.93, -4.40, -1.38)
C (3.06, -5.95, -1.96)
C (3.02, 3.67, -1.56)
H (0.68, -4.08, -1.45)
H (4.31, 2.46, 0.00)
H (-0.29, 2.49, -0.04)
H (-0.43, -2.78, -0.09)
H (-4.83, 3.16, 2.70)
H (-0.08, -1.21, -2.47)
H (-0.43, -1.38, 1.83)
H (-5.76, 1.78, 4.93)
H (-2.88, -0.74, 2.46)
H (1.47, -3.75, -3.15)
H (2.44, 2.28, 0.16)
H (-1.75, 1.48, -0.70)
H (-4.54, -1.17, 0.11)
H (-4.96, -0.12, 2.74)
H (3.72, -5.95, -2.94)
H (-1.86, 0.48, 3.94)
H (2.02, -6.48, -2.11)
H (-4.24, -0.35, 4.81)
H (-3.23, 2.14, 2.90)
H (0.86, 2.11, -2.57)
H (-0.56, 0.89, -2.83)
H (2.60, 3.43, -2.63)
H (-3.95, 0.54, 6.45)
H (2.28, 4.36, -0.93)
H (-1.73, -1.85, -1.10)
H (3.93, -3.78, -1.57)
H (2.12, 0.04, -4.22)
H (-1.88, 1.90, 5.19)
H (-1.55, 0.05, 5.79)
H (-0.68, 0.27, 0.94)
H (-3.20, -0.22, -0.82)
H (-3.55, 1.84, 0.76)
H (-2.81, -2.23, 1.30)
H (-5.22, 1.27, -0.02)
H (1.38, -1.70, -4.03)
H (-4.18, 2.90, 5.29)
H (2.87, -4.52, -0.20)
H (4.39, 0.77, -1.78)
H (3.42, -8.32, 0.52)
H (-6.26, 1.10, 2.10)

Summary:
Net charge = +1
E_LUMO = -4.451 eV
2S+1 = 1
HOMO-LUMO gap = 7.8 eV
HOMO level = -12.264 eV


[2]
Computed, not measured: a structure of composition C25H37AlBr2CaClF4KLiN4O14PSSi, with wB97M-V/def2-TZVPD.

Element x y z (Å)
Br (-2.14, 3.52, -9.17)
Br (0.75, -3.40, 1.67)
Ca (-2.29, -2.28, -5.01)
K (1.28, 1.42, -9.15)
Cl (-3.17, 2.88, 0.60)
S (1.22, -0.25, -2.24)
P (0.26, 0.00, 0.62)
Si (-4.91, -1.83, -0.29)
Al (5.20, 1.89, -5.23)
F (5.32, 2.64, -6.74)
F (6.04, 0.44, -5.22)
F (5.73, 2.90, -4.00)
F (3.53, 1.55, -4.97)
O (-3.46, 0.92, 6.93)
O (1.76, 2.19, 3.84)
O (3.16, -1.11, 6.78)
O (1.09, -1.66, 5.31)
O (-0.41, 1.67, -6.51)
O (-3.31, -2.27, -0.69)
O (-0.22, 3.04, -8.29)
O (-1.43, 2.25, 5.55)
O (-1.07, -3.07, 6.38)
O (3.06, 1.09, 6.87)
O (4.76, 0.18, 5.93)
O (3.18, 3.42, 2.63)
O (0.25, 0.25, -3.26)
O (2.00, -1.27, -2.89)
N (1.17, -3.03, -0.17)
N (0.27, -0.84, -0.95)
N (-0.64, -2.85, -1.57)
N (-0.64, 1.99, -7.71)
C (-1.10, -1.85, 6.24)
C (0.29, -2.23, -0.87)
C (2.71, 2.90, 3.80)
C (-2.24, -1.09, 6.68)
C (4.36, 4.51, 4.35)
C (1.88, 0.05, 1.46)
C (-0.67, -4.29, -1.55)
C (3.65, 0.00, 6.54)
C (-0.15, 0.32, 5.45)
C (-1.66, -2.16, -2.37)
C (4.40, 4.15, 2.87)
C (0.20, -5.04, -2.25)
C (-6.03, -2.12, -1.80)
C (-2.70, -1.39, -1.60)
C (-2.47, 0.30, 6.54)
C (2.28, 1.11, -1.80)
C (-5.48, -3.03, 1.03)
C (3.64, -2.41, -0.49)
C (-0.54, 1.62, 0.43)
C (-1.51, 1.03, -8.52)
C (2.47, -2.69, -0.33)
C (3.60, 3.33, 4.95)
C (0.06, -1.07, 5.62)
C (-5.12, -0.10, 0.30)
C (-1.36, 1.06, 5.82)
Li (1.20, 0.93, -4.66)
H (-0.98, 0.07, -8.53)
H (2.73, -0.14, 0.80)
H (1.93, 1.70, -0.96)
H (-4.70, 0.09, 1.28)
H (0.78, -5.77, -1.70)
H (2.00, 1.07, 1.82)
H (4.25, 2.50, 5.21)
H (-5.44, -4.03, 0.60)
H (3.28, 0.73, -1.61)
H (-1.64, 1.41, -9.53)
H (-0.19, 2.30, 1.20)
H (3.79, 5.43, 4.49)
H (-6.04, -1.20, -2.38)
H (-2.47, 0.94, -8.02)
H (-2.29, -0.52, -1.10)
H (0.64, 0.92, 4.99)
H (3.00, 3.61, 5.81)
H (-2.21, -2.96, -2.90)
H (-2.99, -1.69, 7.18)
H (1.93, -0.60, 2.33)
H (-4.78, 0.67, -0.39)
H (-1.15, -1.56, -3.15)
H (-0.44, 2.03, -0.58)
H (-3.40, -0.98, -2.34)
H (5.35, 4.66, 4.77)
H (-1.49, -4.72, -0.99)
H (4.69, -2.28, -0.55)
H (4.42, 5.02, 2.22)
H (2.31, 1.75, -2.67)
H (-4.87, -2.98, 1.93)
H (-7.02, -2.45, -1.52)
H (-6.20, 0.05, 0.41)
H (-1.64, 1.53, 0.58)
H (5.24, 3.50, 2.62)
H (-5.53, -2.86, -2.43)
H (0.33, -5.02, -3.33)
H (-6.52, -2.79, 1.24)

Summary:
Net charge = -2
E_LUMO = 0.247 eV
2S+1 = 1
HOMO-LUMO gap = 1.9 eV
HOMO level = -1.689 eV


[3]
Computed, not measured: the molecule C13H18N2O6, with wB97M-V/def2-TZVPD.

Element x y z (Å)
O (1.84, 4.96, 0.60)
O (-2.50, -1.74, -1.06)
O (-0.07, -3.05, 1.18)
O (-3.62, -4.06, -2.12)
O (-2.53, -3.37, 1.91)
O (1.55, -0.92, 0.65)
N (-0.26, 0.40, 0.38)
N (-1.21, -0.61, 0.55)
C (-0.94, -3.04, 0.09)
C (-1.23, -1.63, -0.49)
C (1.51, 2.66, 0.49)
C (2.34, 3.75, 0.25)
C (3.59, 3.54, -0.33)
C (-3.31, -2.58, -0.23)
C (2.63, 6.11, 0.41)
C (1.07, 0.18, 0.42)
C (-4.29, -3.32, -1.14)
C (1.92, 1.38, 0.17)
C (3.18, 1.17, -0.39)
C (-2.34, -3.52, 0.53)
C (4.00, 2.25, -0.64)
H (0.56, 2.85, 0.96)
H (-0.54, -1.35, -1.29)
H (2.86, 6.26, -0.65)
H (-1.12, -1.04, 1.47)
H (0.66, -2.41, 1.02)
H (-2.51, -4.56, 0.23)
H (3.50, 0.17, -0.61)
H (-0.56, -3.69, -0.72)
H (3.57, 6.05, 0.98)
H (-3.01, -3.46, -2.56)
H (4.25, 4.37, -0.53)
H (2.04, 6.94, 0.77)
H (-3.85, -1.97, 0.51)
H (-0.64, 1.28, 0.07)
H (-1.66, -3.49, 2.32)
H (4.98, 2.10, -1.07)
H (-4.88, -4.02, -0.55)
H (-4.96, -2.58, -1.60)

Summary:
E_LUMO = 0.407 eV
2S+1 = 1
HOMO-LUMO gap = 9.5 eV
HOMO level = -9.102 eV


[4]
Computed, not measured: a cluster of 4 separate species, C2H12O3S2 in total, with wB97M-V/def2-TZVPD.

Element x y z (Å)
S (-1.35, -2.66, 0.66)
S (-2.42, -0.89, -0.49)
O (1.33, 1.49, -2.53)
O (3.27, 0.30, 0.96)
O (4.60, 0.80, -2.75)
C (-3.42, -0.36, 2.09)
C (-2.75, 0.29, 0.87)
H (1.54, 0.64, -2.93)
H (-3.99, 0.34, 2.69)
H (4.13, 1.61, -2.51)
H (4.74, 0.27, -1.96)
H (-2.65, -0.83, 2.73)
H (2.97, -0.63, 0.97)
H (1.43, 2.12, -3.25)
H (-2.44, -3.40, 0.86)
H (-4.06, -1.18, 1.77)
H (-1.76, 0.63, 1.16)
H (4.17, 0.41, 1.28)
H (-3.35, 1.06, 0.39)

Summary:
Net charge = -1
E_LUMO (alpha / beta) = 2.678 / 2.668 eV
2S+1 = 2
HOMO-LUMO gap (alpha / beta) = 3.3 / 6.0 eV
HOMO level (alpha / beta) = -0.614 / -3.357 eV
⟨S²⟩ = 0.75


[5]
Computed, not measured: a cluster of 2 separate species, C4H12 in total, with wB97M-V/def2-TZVPD.

Element x y z (Å)
C (1.92, 1.63, 0.64)
C (0.63, 2.20, 0.10)
C (-0.86, -1.22, -0.48)
C (-1.50, -2.53, -0.32)
H (-2.65, -2.64, -0.53)
H (0.61, 3.19, 0.41)
H (0.45, 2.08, -0.89)
H (-1.02, -3.46, -0.73)
H (2.61, 2.40, 0.92)
H (-0.23, -1.14, -1.37)
H (2.31, 0.91, -0.13)
H (-1.60, -0.44, -0.57)
H (-0.10, -0.90, 0.30)
H (-1.79, -2.83, 0.65)
H (1.57, 0.89, 1.48)
H (-0.36, 1.86, 0.51)

Summary:
E_LUMO = 1.133 eV
2S+1 = 1
HOMO-LUMO gap = 12.1 eV
HOMO level = -10.920 eV


[6]
Computed, not measured: a structure of composition C31H21Br6HfN4O3S6, with wB97M-V/def2-TZVPD.

Element x y z (Å)
Hf (0.81, -0.54, -0.70)
Br (-3.52, -5.75, -2.82)
Br (-1.91, 2.33, -6.63)
Br (3.91, -6.85, -0.43)
Br (-2.57, 2.42, -3.38)
Br (2.33, -1.24, -5.60)
Br (0.50, 0.54, -7.73)
S (1.84, -0.96, 1.98)
S (5.50, 1.26, 1.39)
S (4.30, -0.24, 3.56)
S (7.02, 0.91, 4.00)
S (-1.31, -0.85, 0.99)
S (3.42, 0.46, -0.60)
O (-0.63, 0.53, -1.80)
O (0.67, 1.29, 0.21)
O (1.49, -0.77, -2.65)
N (-2.74, 0.53, 2.73)
N (-1.09, 1.78, 1.69)
N (-0.64, -2.29, -1.45)
N (1.95, -2.66, -0.76)
C (0.78, -0.12, -3.53)
C (-1.70, 0.59, 1.85)
C (2.04, 5.19, 0.36)
C (-0.94, -4.63, -1.95)
C (3.08, -5.20, -0.69)
C (-0.39, 4.51, 1.48)
C (0.24, 0.68, -5.83)
C (-0.13, -3.54, -1.50)
C (0.42, 3.49, 0.95)
C (-3.19, 1.77, 3.47)
C (-0.86, 1.42, -5.37)
C (3.97, 0.50, 1.03)
C (1.74, -5.05, -0.88)
C (3.37, -0.17, 2.09)
C (3.25, -2.83, -0.57)
C (1.22, -3.74, -1.07)
C (5.72, 0.65, 3.05)
C (-4.14, 2.65, 2.70)
C (-2.76, -3.10, -2.13)
C (-1.94, -2.06, -1.78)
C (-1.12, 1.39, -4.01)
C (-3.52, -0.71, 2.98)
C (3.88, -4.06, -0.68)
C (0.03, 5.85, 1.52)
C (-2.30, -4.42, -2.20)
C (-0.39, 0.62, -3.10)
C (1.28, 6.17, 0.97)
C (1.66, 3.84, 0.42)
C (1.03, -0.06, -4.93)
C (-2.85, -1.72, 3.93)
C (-0.03, 2.06, 0.94)
H (-2.23, -1.01, -1.70)
H (-0.61, 6.63, 1.94)
H (2.35, 3.08, 0.05)
H (-5.14, 2.19, 2.49)
H (3.84, -1.95, -0.40)
H (-1.88, -1.99, 3.49)
H (-2.70, -1.32, 4.93)
H (1.70, 7.19, 1.11)
H (-3.60, 1.34, 4.41)
H (4.97, -4.05, -0.59)
H (2.99, 5.49, -0.10)
H (-3.48, -2.62, 4.03)
H (-1.39, 4.29, 1.86)
H (-3.59, -1.17, 1.97)
H (-2.24, 2.30, 3.71)
H (-3.84, -2.83, -2.27)
H (-3.67, 2.94, 1.76)
H (-4.51, -0.38, 3.34)
H (-4.36, 3.54, 3.30)
H (-0.46, -5.61, -2.08)
H (1.06, -5.90, -0.81)

Summary:
Net charge = -1
E_LUMO = 0.547 eV
2S+1 = 1
HOMO-LUMO gap = 4.4 eV
HOMO level = -3.806 eV


Question: 2S+1 of number 3 (C13H18N2O6)?
Answer: 1


Question: 2S+1 of number 3 (C13H18N2O6)?
Answer: 1